[1]
{"formula": "C21H46N4NiO5", "method": "ωB97M-V/def2-TZVPD", "species": ["Ni", "C", "C", "C", "C", "C", "C", "N", "O", "C", "C", "C", "H", "H", "H", "H", "H", "H", "H", "H", "H", "H", "H", "H", "H", "H", "H", "H", "H", "H", "C", "C", "C", "O", "H", "H", "H", "H", "H", "H", "H", "C", "O", "N", "C", "C", "H", "H", "H", "H", "H", "H", "H", "C", "O", "N", "C", "C", "H", "H", "H", "H", "H", "H", "H", "C", "O", "N", "C", "C", "H", "H", "H", "H", "H", "H", "H"], "xyz": [[0.384, -0.656, 0.170], [-1.144, 3.380, 0.579], [-2.110, 2.175, 0.661], [-3.485, 2.826, 0.922], [-4.198, 3.402, -0.278], [-4.287, 2.230, -1.282], [-2.916, 1.566, -1.690], [-2.131, 1.287, -0.494], [-0.888, 0.721, -0.767], [-2.188, 2.460, -2.686], [-3.279, 0.195, -2.308], [-1.815, 1.369, 1.924], [-0.211, 2.950, 0.192], [-1.008, 3.783, 1.582], [-1.439, 4.126, -0.157], [-3.404, 3.638, 1.653], [-4.112, 2.081, 1.424], [-3.631, 4.225, -0.719], [-5.147, 3.821, 0.061], [-4.745, 2.595, -2.213], [-5.057, 1.492, -1.047], [-2.780, 2.510, -3.604], [-1.245, 2.007, -2.993], [-2.041, 3.447, -2.248], [-3.774, -0.457, -1.589], [-2.326, -0.297, -2.536], [-3.805, 0.113, -3.264], [-0.749, 1.136, 1.940], [-2.389, 0.443, 1.942], [-2.156, 1.918, 2.805], [1.004, -1.857, 4.312], [0.497, -2.399, 2.955], [-0.592, -3.503, 3.046], [0.253, -1.405, 2.041], [0.613, -0.847, 4.488], [2.087, -1.749, 4.322], [0.574, -2.374, 5.174], [1.362, -3.002, 2.621], [-0.600, -4.062, 3.979], [-0.502, -4.152, 2.174], [-1.519, -2.949, 2.865], [2.502, 1.830, 0.592], [1.786, 0.859, 0.465], [2.715, 2.431, 1.779], [3.252, 3.776, 1.801], [2.498, 1.827, 3.075], [2.927, 2.399, -0.245], [3.613, 4.043, 0.808], [4.032, 3.923, 2.548], [2.404, 4.432, 2.027], [3.419, 1.708, 3.645], [1.789, 2.472, 3.600], [2.013, 0.855, 2.972], [2.849, -1.219, -1.552], [1.679, -0.913, -1.381], [3.687, -0.531, -2.323], [5.061, -1.023, -2.482], [3.337, 0.656, -3.061], [3.353, -2.054, -1.057], [5.675, -0.203, -2.850], [4.983, -1.728, -3.315], [5.559, -1.482, -1.633], [3.645, 1.548, -2.512], [3.683, 0.640, -4.093], [2.251, 0.749, -3.132], [-0.854, -3.317, -1.511], [-0.603, -2.425, -0.729], [-0.371, -4.570, -1.429], [-0.879, -5.573, -2.354], [0.647, -4.998, -0.518], [-1.508, -3.141, -2.375], [-1.559, -5.228, -3.137], [-1.457, -6.359, -1.869], [-0.088, -6.002, -2.975], [1.280, -4.282, 0.003], [0.255, -5.609, 0.303], [1.323, -5.679, -1.044]], "e_above_lowest_kcal_mol": 0.00, "energy_ev": -79760.523, "orbital_gap_ha": [0.202, 0.198], "spin_multiplicity": 3, "e_homo_ev": [-5.3, -5.2], "lumo_ev": [0.206, 0.206]}

---

[2]
{"formula": "C21H46NO4P", "method": "ωB97M-V/def2-TZVPD", "species": ["C", "C", "C", "C", "C", "C", "C", "C", "C", "C", "C", "C", "C", "C", "C", "C", "O", "P", "O", "O", "O", "C", "C", "N", "C", "C", "C", "H", "H", "H", "H", "H", "H", "H", "H", "H", "H", "H", "H", "H", "H", "H", "H", "H", "H", "H", "H", "H", "H", "H", "H", "H", "H", "H", "H", "H", "H", "H", "H", "H", "H", "H", "H", "H", "H", "H", "H", "H", "H", "H", "H", "H", "H"], "xyz": [[1.265, 3.098, 4.413], [0.970, 1.954, 3.452], [2.153, 0.995, 3.336], [1.892, -0.124, 2.327], [0.999, -1.239, 2.867], [0.650, -2.235, 1.764], [-0.239, -3.392, 2.223], [-1.600, -2.975, 2.787], [-2.373, -1.977, 1.926], [-2.746, -2.487, 0.535], [-3.268, -1.328, -0.309], [-3.616, -1.707, -1.746], [-3.918, -0.459, -2.580], [-2.651, 0.297, -3.004], [-2.848, 1.814, -3.014], [-2.722, 2.420, -1.612], [-1.425, 2.901, -1.337], [-0.215, 1.901, -0.980], [0.899, 2.700, -0.409], [-0.655, 0.636, -0.340], [0.306, 1.433, -2.546], [1.480, 1.980, -3.016], [2.598, 0.927, -3.150], [3.047, 0.259, -1.895], [4.240, -0.545, -2.218], [2.009, -0.650, -1.373], [3.406, 1.246, -0.861], [1.483, 2.718, 5.410], [2.124, 3.672, 4.071], [0.412, 3.769, 4.480], [0.743, 2.354, 2.462], [0.090, 1.411, 3.800], [3.028, 1.568, 3.015], [2.381, 0.566, 4.315], [1.410, 0.314, 1.452], [2.849, -0.562, 2.020], [0.083, -0.800, 3.257], [1.503, -1.755, 3.690], [0.158, -1.694, 0.955], [1.577, -2.663, 1.366], [0.288, -3.965, 2.991], [-0.394, -4.061, 1.373], [-2.203, -3.877, 2.924], [-1.453, -2.532, 3.775], [-1.786, -1.066, 1.807], [-3.290, -1.704, 2.456], [-3.496, -3.279, 0.611], [-1.866, -2.907, 0.046], [-4.154, -0.904, 0.171], [-2.495, -0.560, -0.321], [-2.784, -2.253, -2.197], [-4.485, -2.371, -1.748], [-4.555, 0.200, -1.987], [-4.485, -0.740, -3.471], [-1.833, 0.075, -2.322], [-2.346, -0.037, -3.998], [-3.829, 2.057, -3.430], [-2.090, 2.283, -3.642], [-3.372, 3.297, -1.509], [-3.001, 1.679, -0.856], [1.315, 2.378, -4.028], [1.795, 2.804, -2.366], [3.465, 1.421, -3.597], [2.244, 0.144, -3.824], [4.008, -1.270, -2.997], [5.048, 0.097, -2.565], [4.575, -1.080, -1.331], [2.392, -1.180, -0.505], [1.725, -1.368, -2.139], [1.114, -0.101, -1.069], [4.150, 1.938, -1.250], [2.512, 1.809, -0.549], [3.807, 0.732, 0.010]], "e_above_lowest_kcal_mol": 2.31, "energy_ev": -41495.363, "orbital_gap_ha": 0.345, "smiles": "CCCCCCCCCCCCCCCCO[P@@](=O)([O-])OCC[N+](C)(C)C", "e_homo_ev": -9.3, "lumo_ev": 0.084}

---

[3]
{"formula": "C21H47BClFN7O14P2S2", "method": "ωB97M-V/def2-TZVPD", "species": ["C", "C", "C", "C", "N", "C", "N", "C", "P", "O", "C", "O", "N", "O", "B", "O", "O", "N", "C", "C", "C", "N", "O", "C", "N", "C", "C", "C", "C", "S", "O", "O", "Cl", "P", "O", "N", "S", "O", "O", "F", "H", "H", "H", "H", "H", "H", "H", "H", "H", "H", "H", "H", "H", "H", "H", "H", "H", "H", "H", "H", "H", "H", "H", "H", "H", "H", "H", "H", "H", "H", "H", "H", "H", "C", "O", "C", "C", "O", "C", "C", "O", "C", "H", "H", "H", "H", "H", "H", "H", "H", "H", "H", "H", "H", "H", "H"], "xyz": [[4.417, 2.425, -0.967], [4.679, 0.974, -1.534], [3.546, 0.484, -2.511], [3.139, -0.973, -2.148], [2.698, -1.209, -0.782], [1.425, -0.636, -0.358], [1.667, 0.752, 0.004], [0.225, -0.772, -1.336], [-1.110, 0.570, -1.113], [-1.314, 1.294, -2.397], [-0.396, -2.237, -1.346], [0.726, -3.057, -1.845], [0.385, -4.418, -1.887], [1.346, -5.018, -2.149], [-1.538, -2.371, -2.492], [-2.689, -3.136, -2.319], [-1.435, -1.685, -3.685], [-0.733, -2.787, -0.002], [-1.915, -2.210, 0.658], [-2.253, -3.002, 1.974], [-3.387, -2.197, 2.668], [-4.659, -2.803, 2.955], [-3.197, -1.071, 2.999], [0.450, -2.599, 0.783], [0.977, -3.624, 1.359], [2.251, -3.554, 2.133], [3.410, -4.162, 1.271], [4.830, -3.718, 1.713], [5.099, -2.183, 1.576], [6.376, -1.747, 2.813], [7.529, -2.539, 2.523], [6.600, -0.339, 2.868], [5.724, -2.372, 4.686], [0.263, -5.271, 1.274], [1.131, -6.205, 0.556], [1.068, -1.343, 0.912], [0.691, -0.447, 2.256], [0.368, -1.422, 3.254], [-0.357, 0.498, 2.125], [1.970, 0.315, 2.810], [5.209, 3.123, -1.286], [4.386, 2.432, 0.141], [3.431, 2.795, -1.302], [5.661, 1.008, -2.042], [4.813, 0.281, -0.681], [2.707, 1.196, -2.579], [4.028, 0.441, -3.507], [2.448, -1.342, -2.944], [4.055, -1.582, -2.297], [2.822, -2.163, -0.470], [1.513, 1.372, -0.785], [2.625, 0.856, 0.330], [0.492, -0.611, -2.399], [-2.371, 0.019, -0.771], [-0.734, 1.550, -0.170], [-2.374, -4.052, -2.219], [-0.603, -1.956, -4.112], [-1.791, -1.161, 1.010], [-2.848, -2.229, 0.073], [-2.658, -4.006, 1.763], [-1.418, -3.012, 2.696], [-5.341, -2.041, 2.985], [-4.629, -3.123, 3.928], [2.455, -2.563, 2.551], [2.114, -4.237, 2.994], [3.272, -4.036, 0.177], [3.363, -5.258, 1.414], [5.539, -4.223, 1.031], [5.030, -4.114, 2.722], [5.617, -2.036, 0.611], [4.211, -1.542, 1.691], [0.091, -5.602, 2.649], [-1.030, -5.222, 0.711], [-4.338, 3.169, 0.945], [-3.898, 3.816, -0.233], [-4.720, 3.590, -1.369], [-5.078, 4.886, -2.079], [-5.879, 5.810, -1.356], [-5.331, 6.424, -0.196], [-4.156, 7.364, -0.421], [-3.000, 6.679, -0.879], [-2.402, 7.246, -2.030], [-3.862, 2.185, 1.034], [-4.038, 3.778, 1.799], [-5.426, 3.059, 0.975], [-5.640, 3.058, -1.101], [-4.157, 2.956, -2.065], [-5.677, 4.612, -2.954], [-4.192, 5.375, -2.482], [-5.101, 5.678, 0.564], [-6.145, 7.025, 0.220], [-3.900, 7.826, 0.540], [-4.453, 8.160, -1.110], [-3.138, 7.711, -2.692], [-1.911, 6.444, -2.584], [-1.648, 7.983, -1.738]], "energy_ev": -117787.235, "orbital_gap_ha": 0.183, "e_homo_ev": -10.4, "lumo_ev": -5.387, "charge": 1}